a) C5H9NO2 | ωB97M-V/def2-TZVPD

* gap between HOMO and LUMO: 9.22 eV
* LUMO energy: 0.772 eV
* E_HOMO: -8.45 eV

Element x y z (Å)
C (-0.3973, -0.5375, 0.3440)
C (-1.4756, 0.3242, 0.9835)
C (2.0047, -0.8578, 0.0101)
N (-0.9496, -1.2770, -0.7664)
C (0.6424, 0.8882, -0.5747)
C (1.9391, 0.2619, -0.7029)
O (0.6989, 2.1657, -0.1007)
O (2.3834, -1.7480, 0.6754)
H (-0.1614, 2.5907, -0.2114)
H (0.0197, -1.1690, 1.1366)
H (-1.8390, -1.7158, -0.5492)
H (-0.3066, -1.9734, -1.1217)
H (-0.0813, 0.7317, -1.3755)
H (2.7875, 0.7096, -1.2041)
H (-1.9432, 0.9824, 0.2470)
H (-1.0618, 0.9278, 1.7915)
H (-2.2599, -0.3038, 1.4187)

b) C5H9NO2 | ωB97M-V/def2-TZVPD

* SMILES: CNC(C)=O.C#CO
* gap between HOMO and LUMO (alpha / beta): 8.48 / 8.48 eV
* LUMO energy (alpha / beta): 0.437 / 0.437 eV
* E_HOMO (alpha / beta): -8.04 / -8.04 eV

Element x y z (Å)
C (-0.1524, 1.7867, 0.7421)
N (-0.2351, 0.8373, -0.3757)
C (-1.1113, -0.3783, -0.2026)
C (-0.8721, -1.0851, 1.1004)
O (-1.8958, -0.6200, -1.0913)
H (0.4493, 1.3641, 1.5435)
H (-1.1353, 1.9881, 1.1739)
H (0.2282, 2.7491, 0.4112)
H (-0.5924, 1.3214, -1.1975)
H (0.1597, -0.9946, 1.4360)
H (-1.4689, -0.5975, 1.8708)
H (-1.0040, -2.1498, 0.9259)
C (2.5420, -0.1840, -0.9635)
C (1.3282, -0.3365, -1.1190)
O (0.4793, -1.5916, -1.3648)
H (3.4634, -0.6955, -0.8320)
H (-0.1829, -1.4138, -2.0574)

c) C5H9NO2 | ωB97M-V/def2-TZVPD

* SMILES: C/C(=C/O)[C@@H](N)C=O
* gap between HOMO and LUMO: 8.84 eV
* LUMO energy: 0.640 eV
* E_HOMO: -8.20 eV

Element x y z (Å)
C (0.1612, -1.7382, 0.3241)
C (-0.0434, -0.2819, 0.6125)
C (-1.1092, 0.1237, 1.3480)
O (-1.3395, 1.3852, 1.8210)
C (0.6405, 0.6899, -0.2851)
N (1.7862, 0.1870, -0.9726)
C (-0.7548, 0.7569, -1.1602)
O (-0.9036, 0.1489, -2.1869)
H (-0.3805, -2.3484, 1.0440)
H (-0.1999, -1.9901, -0.6766)
H (1.2256, -1.9699, 0.3706)
H (-1.7099, -0.6025, 1.8777)
H (-0.5931, 1.9699, 1.6403)
H (0.8219, 1.6619, 0.1739)
H (2.2693, 0.9311, -1.4644)
H (1.5135, -0.5141, -1.6583)
H (-1.3844, 1.5908, -0.8080)

Energetically preferred structure: c) | next structure: +121.9 kJ/mol

a) C5H9NO2 | ωB97M-V/def2-TZVPD

* SMILES: CC(C)=CO.N=C=O
* gap between HOMO and LUMO: 8.90 eV
* LUMO energy: 0.498 eV
* E_HOMO: -8.40 eV

Element x y z (Å)
C (-0.5832, 0.8068, -0.2882)
C (0.5371, -0.0226, -1.0386)
C (1.2866, 0.6544, -2.1042)
C (0.8658, -1.2439, -0.6746)
O (0.1621, -1.9556, 0.2619)
H (-0.9656, 1.6213, -0.9501)
H (-0.3254, 1.1944, 0.6895)
H (-1.2990, 0.0770, -0.0465)
H (1.6906, 1.5804, -1.7280)
H (0.4555, 0.8969, -2.8467)
H (2.1062, 0.0123, -2.6990)
H (1.7439, -1.7920, -0.9934)
H (-0.2535, -1.3253, 0.8884)
N (-1.8406, -0.1510, 2.4017)
C (-0.8680, -0.2909, 3.0400)
O (0.0279, -0.4092, 3.7422)
H (-2.7403, 0.3471, 2.3456)

b) C5H9NO2 | ωB97M-V/def2-TZVPD

* SMILES: CC(=O)N(C)CC=O
* gap between HOMO and LUMO: 10.04 eV
* LUMO energy: 0.734 eV
* E_HOMO: -9.31 eV

Element x y z (Å)
C (0.4222, 0.3906, 2.4927)
C (0.5013, 0.7583, 1.0890)
O (0.8051, 1.8511, 0.6372)
N (0.2629, -0.2936, 0.1995)
C (-0.0179, -1.6501, 0.6171)
C (0.4347, -0.0574, -1.2477)
C (-1.0136, 0.0972, -1.7131)
O (-1.4182, -0.6684, -2.5594)
H (0.3319, 1.2164, 3.1969)
H (-0.5082, -0.1492, 2.7187)
H (1.2342, -0.2029, 2.9414)
H (-0.3903, -2.2223, -0.2414)
H (-0.8750, -1.7811, 1.2644)
H (0.8751, -2.1329, 1.0293)
H (0.9444, 0.9301, -1.2503)
H (1.0257, -0.7930, -1.7699)
H (-1.6756, 0.9008, -1.3530)

c) C5H9NO2 | ωB97M-V/def2-TZVPD

* SMILES: C/C(C=O)=C(/C)ON
* gap between HOMO and LUMO: 9.98 eV
* LUMO energy: 0.899 eV
* E_HOMO: -9.08 eV

Element x y z (Å)
C (-1.1543, -0.1259, -1.4842)
C (-0.3868, -0.5304, -0.2838)
C (-0.3821, -2.2076, 0.0089)
O (-0.9211, -2.9531, -0.7770)
C (0.4664, 0.0459, 0.5242)
C (1.3404, -0.3356, 1.6665)
O (0.7652, 1.6069, 0.2219)
N (-0.2259, 2.3852, -0.4250)
H (-1.8900, -0.8693, -1.8019)
H (-1.7393, 0.7759, -1.2482)
H (-0.4937, 0.0839, -2.3296)
H (0.0696, -2.6065, 0.9359)
H (2.2167, 0.3219, 1.6686)
H (0.8209, -0.1861, 2.6179)
H (1.7210, -1.3563, 1.6201)
H (0.2878, 2.8571, -1.1706)
H (-0.4949, 3.0941, 0.2563)

Energetically preferred structure: b) | next structure: +82.7 kJ/mol

a) C3H5N3S2 | ωB97M-V/def2-TZVPD

* SMILES: Nc1cc(S)n(S)n1
* gap between HOMO and LUMO: 8.83 eV
* LUMO energy: 0.183 eV
* E_HOMO: -8.64 eV

Element x y z (Å)
N (0.9087, 3.0430, -0.8900)
C (0.4063, 1.7628, -0.4470)
C (-0.3781, 1.4595, 0.6967)
C (-0.4515, 0.0431, 0.6765)
S (-1.3776, -1.1542, 1.6130)
N (0.4003, -0.3140, -0.3339)
S (0.6032, -1.9560, -0.9413)
N (0.8513, 0.6935, -1.1335)
H (1.2220, 2.8409, -1.8271)
H (-0.0798, 3.5049, -1.0514)
H (-0.6246, 2.1878, 1.5861)
H (-2.5683, -0.1731, 1.9778)
H (1.8591, -2.1463, -0.4892)

b) C3H5N3S2 | ωB97M-V/def2-TZVPD

* SMILES: [H]/N=C(/C=S)N(S)/C=N/[H]
* gap between HOMO and LUMO: 7.97 eV
* LUMO energy: -1.121 eV
* E_HOMO: -9.10 eV

Element x y z (Å)
H (-1.5742, 0.6274, 1.9677)
N (-0.5852, 0.1726, 1.9930)
C (-0.0019, 0.0232, 0.9334)
C (1.4054, -0.1843, 1.2315)
S (2.7968, -0.1401, 0.4081)
N (-0.6315, 0.1653, -0.3624)
S (-2.0951, 1.0170, -0.4662)
C (-0.3174, -0.8769, -1.2267)
N (-0.9394, -1.0701, -2.2761)
H (-0.5077, -1.9552, -2.8089)
H (1.6868, -0.1894, 2.3704)
H (-2.9157, 0.1055, -0.9174)
H (0.6592, -1.2665, -0.7924)

Energetically preferred structure: a) | next structure: +70.0 kJ/mol

a) C8H8O4 | ωB97M-V/def2-TZVPD

* SMILES: O=C=C=C=O.C/C=C/C.O=C=O
* gap between HOMO and LUMO: 9.40 eV
* LUMO energy: 0.052 eV
* E_HOMO: -9.34 eV

Element x y z (Å)
O (2.2297, 1.8324, 0.4899)
C (2.1323, 0.6763, 0.5583)
C (2.2197, -0.5554, 0.7044)
C (1.9967, -1.7409, 1.1276)
O (1.8389, -2.8677, 1.4172)
C (-1.6805, 2.1978, -0.1940)
C (-1.9774, 0.8460, 0.2692)
C (-1.3504, -0.1734, -0.1386)
C (-1.6051, -1.5128, 0.4352)
H (-2.4552, 2.8469, -0.0912)
H (-1.4592, 2.2513, -1.3230)
H (-0.7913, 2.5380, 0.4505)
H (-2.8426, 0.6461, 0.8116)
H (-0.5587, -0.0331, -0.7705)
H (-2.4816, -1.8977, 0.0998)
H (-1.6448, -1.5067, 1.5776)
H (-0.7605, -2.1691, 0.2489)
O (4.0479, 0.1165, -1.7863)
C (3.0620, -0.4641, -1.9185)
O (2.0801, -1.0304, -1.9679)

b) C8H8O4 | ωB97M-V/def2-TZVPD

* gap between HOMO and LUMO: 8.01 eV
* LUMO energy: -0.461 eV
* E_HOMO: -8.47 eV

Element x y z (Å)
C (-2.5264, 2.3257, 2.1832)
C (-0.8594, 1.3958, 0.6770)
C (-0.2802, 0.2006, -0.0359)
C (1.0114, 0.6276, -0.5952)
C (1.6324, -0.3853, -1.2686)
C (1.4118, -1.7811, -1.1304)
C (0.2812, -2.0825, -0.3261)
C (-0.6202, -0.9789, 0.1363)
H (-3.5914, 1.8092, 2.4413)
H (-2.6492, 3.0150, 1.3123)
H (-2.3032, 2.8020, 3.3698)
H (1.2127, 1.7971, -0.5346)
H (3.2914, -0.7751, -2.4232)
H (1.8752, -2.5212, -1.6537)
H (-0.4364, -3.3585, 1.0353)
H (-1.6073, -1.1842, 0.6509)
O (-1.6460, 1.2689, 1.8136)
O (-0.4776, 2.4312, 0.1493)
O (2.8115, 0.0159, -1.8694)
O (-0.1999, -3.4054, -0.3484)

Energetically preferred structure: a) | next structure: +315.9 kJ/mol

a) C2H9NO3 | ωB97M-V/def2-TZVPD

* SMILES: CC(N)=O.O.O
* gap between HOMO and LUMO: 10.61 eV
* LUMO energy: 0.430 eV
* E_HOMO: -10.18 eV

Element x y z (Å)
C (-1.3457, -0.5281, 1.2207)
C (-1.3268, -0.9032, -0.2294)
N (-2.2047, -0.2482, -1.0655)
O (-0.6563, -1.8350, -0.5948)
H (-0.6647, -1.2220, 1.7005)
H (-0.8955, 0.4696, 1.3906)
H (-2.3130, -0.3836, 1.6942)
H (-2.2884, -0.5654, -2.0190)
H (-2.8882, 0.4394, -0.8101)
O (4.7016, 1.6140, 2.8008)
H (4.6473, 0.6514, 2.7914)
H (4.0060, 1.8622, 2.1850)
O (-0.0080, 1.0157, -2.3880)
H (0.1984, 1.9516, -2.4585)
H (-0.8378, 0.9600, -1.8843)

b) C2H9NO3 | ωB97M-V/def2-TZVPD

* SMILES: CC(N)=O.O.O
* gap between HOMO and LUMO: 11.19 eV
* LUMO energy: 0.461 eV
* E_HOMO: -10.72 eV

Element x y z (Å)
C (-0.1590, -0.2002, -2.2460)
C (-0.2547, 0.4247, -0.8826)
N (-1.1393, 1.4396, -0.7678)
O (0.3972, 0.0178, 0.0704)
H (-0.6859, 0.3707, -3.0171)
H (-0.5847, -1.2062, -2.2250)
H (0.8758, -0.2883, -2.5782)
H (-1.2818, 1.9103, 0.1120)
H (-1.6984, 1.7369, -1.5421)
O (-0.3116, 1.2556, 2.6095)
H (-0.2740, 0.6571, 1.8389)
H (0.1961, 2.0366, 2.3768)
O (1.3341, -2.6591, 0.7328)
H (0.4683, -3.0155, 0.5149)
H (1.2887, -1.7442, 0.4145)

c) C2H9NO3 | ωB97M-V/def2-TZVPD

* gap between HOMO and LUMO: 9.50 eV
* LUMO energy: 0.276 eV
* E_HOMO: -9.23 eV

Element x y z (Å)
C (-0.6955, -0.4813, 0.7072)
O (-1.6569, 0.4846, 1.0049)
O (-0.0677, -0.7909, 1.8922)
O (-1.4067, -1.5194, 0.1016)
H (-2.4181, 0.3562, 0.4234)
H (-0.7141, -0.6652, 2.6061)
H (-0.7752, -2.1995, -0.1582)
H (0.7501, -0.9770, -0.0617)
C (0.7826, 1.3367, -0.8085)
N (1.7873, 0.4704, -1.1996)
H (1.6134, 0.1308, -2.1454)
H (1.5239, -0.5439, -0.5685)
H (0.1663, 1.7813, -1.5902)
H (1.0755, 2.0363, -0.0256)
H (0.0350, 0.5808, -0.1776)

Energetically preferred structure: b) | next structure: +58.2 kJ/mol

a) C5H6S | ωB97M-V/def2-TZVPD

* SMILES: S=C1C=CCC1
* gap between HOMO and LUMO: 7.88 eV
* LUMO energy: -0.459 eV
* E_HOMO: -8.34 eV

Element x y z (Å)
S (-1.1683, 2.5602, -0.7765)
C (-0.7160, 1.0311, -0.3947)
C (-1.4043, -0.1863, -0.0097)
C (-0.5396, -1.1645, 0.4131)
C (0.8801, -0.7206, 0.2549)
C (0.7839, 0.7243, -0.3247)
H (-2.4462, -0.2233, 0.0200)
H (-0.8702, -2.0908, 0.7622)
H (1.5133, -1.4580, -0.2881)
H (1.3896, -0.6450, 1.2374)
H (1.2652, 0.7543, -1.2782)
H (1.3125, 1.4185, 0.3844)

b) C5H6S | ωB97M-V/def2-TZVPD

* gap between HOMO and LUMO: 8.53 eV
* LUMO energy: 0.074 eV
* E_HOMO: -8.46 eV

Element x y z (Å)
C (0.7568, 0.8314, -0.4393)
C (-0.0250, 1.2957, 0.4544)
C (1.3080, -0.6182, -0.3440)
C (-0.9575, 1.5598, 1.3754)
C (-1.1676, -1.9737, -0.4916)
S (0.0266, -1.4201, -1.4488)
H (0.9910, 1.2314, -1.4131)
H (2.2727, -0.6474, -0.7807)
H (1.4727, -1.1765, 0.5760)
H (-0.7900, 2.2282, 2.3109)
H (-1.9403, 1.1907, 1.3477)
H (-1.9475, -2.5014, -1.1472)

c) C5H6S | ωB97M-V/def2-TZVPD

* SMILES: C=C1CC=CS1
* gap between HOMO and LUMO: 8.75 eV
* LUMO energy: 0.940 eV
* E_HOMO: -7.81 eV

Element x y z (Å)
C (0.3368, -1.7420, 1.2724)
C (0.0952, -0.7334, 0.4317)
C (-1.1634, -0.7885, -0.4966)
C (-1.1209, 0.5084, -1.2447)
C (-0.1141, 1.3178, -0.8338)
S (0.9900, 0.7770, 0.3911)
H (-0.2450, -2.6003, 1.2056)
H (1.2382, -1.8798, 1.8089)
H (-2.0469, -0.8639, 0.1674)
H (-1.1953, -1.6664, -1.1490)
H (-1.8446, 0.8471, -1.9643)
H (0.0518, 2.3583, -1.1011)

d) C5H6S | ωB97M-V/def2-TZVPD

* gap between HOMO and LUMO: 8.01 eV
* LUMO energy: -0.588 eV
* E_HOMO: -8.60 eV

Element x y z (Å)
C (-0.1572, 0.5675, -0.0375)
C (0.6107, 1.5256, -0.6861)
C (-0.6033, 0.0388, 1.3024)
C (-1.4145, -0.1859, 0.1550)
C (0.7404, 0.1153, -1.1198)
S (2.3014, -0.8831, -0.6442)
H (0.0684, -0.6569, 1.6343)
H (-0.9650, 0.6383, 2.1717)
H (-1.3194, -1.1530, -0.2906)
H (-2.3825, 0.1698, 0.3054)
H (0.1056, -0.3807, -1.7728)
H (3.0153, 0.2044, -1.0178)

Energetically preferred structure: a) | next structure: +32.5 kJ/mol